No. 1
Below is a cluster of 2 separate species, C9H20BN4O4 in total at a distorted geometry, with properties calculated with ωB97M-V/def2-TZVPD.

Geometry as XYZ:
```
38
Properties=species:S:1:pos:R:3
O 3.458 -0.536 -1.061
O 1.712 -1.722 -1.864
O 3.662 -2.743 -1.468
O -3.196 -0.599 0.624
N 0.212 2.400 1.398
N -1.834 1.130 -0.592
N 2.508 1.959 1.217
N 1.149 0.047 1.422
C -0.071 -0.429 2.115
C -0.899 2.027 2.304
C -1.762 0.277 -1.805
C -2.735 2.305 -0.768
C 2.990 -1.572 -1.431
C 1.265 1.458 1.365
C -1.299 0.542 2.014
C 2.714 -3.776 -1.741
C 1.603 -3.032 -2.426
B -2.144 0.355 0.633
H -2.847 2.561 -1.844
H -2.267 3.176 -0.223
H 2.984 1.679 0.355
H -0.105 2.656 0.460
H 2.916 2.615 1.871
H -3.742 -0.522 1.416
H -0.842 -0.364 -1.689
H -1.555 0.917 -2.703
H 1.292 -0.394 0.512
H -0.659 2.257 3.365
H -3.720 2.130 -0.260
H 1.746 -2.965 -3.507
H 0.623 -3.462 -2.225
H 3.151 -4.549 -2.371
H -0.382 -1.388 1.615
H -2.014 0.234 2.832
H -1.779 2.663 2.018
H -2.633 -0.407 -1.946
H 0.103 -0.706 3.185
H 2.399 -4.224 -0.796
```

Calculated values
gap between HOMO and LUMO	7.355	eV
total charge	+1
total energy	-24478.0394	eV

=====

No. 2
Below is a structure of composition C9H20ClIO2PV at a distorted geometry, with properties calculated with ωB97M-V/def2-TZVPD.

Geometry as XYZ:
```
35
Properties=species:S:1:pos:R:3
I 0.567 -3.560 -1.742
V -0.103 -0.424 0.097
Cl -2.368 -0.313 0.471
P -0.177 1.031 -1.699
O 2.886 -0.786 -0.139
O 0.340 0.562 1.850
C 0.059 -0.048 4.137
C 0.079 -5.309 -2.912
C -0.194 1.440 4.010
C 1.356 1.361 -2.604
C 1.719 -0.741 -0.159
C 0.882 -0.352 2.887
C -0.839 2.665 -1.239
C -0.521 1.585 2.523
C -1.351 0.381 -2.929
H -0.867 -0.604 4.046
H -1.469 1.105 -3.741
H -0.971 1.827 4.675
H 0.550 -0.369 5.056
H 0.406 -5.120 -3.930
H 1.166 2.028 -3.447
H 2.073 1.820 -1.921
H -0.997 -5.434 -2.864
H 0.833 -1.391 2.509
H -1.585 1.379 2.325
H -0.306 2.560 2.072
H 1.773 0.417 -2.956
H 0.591 -6.173 -2.498
H -0.136 3.153 -0.558
H -1.794 2.535 -0.722
H 1.943 -0.118 3.035
H -2.312 0.203 -2.437
H 0.717 1.990 4.251
H -0.971 -0.570 -3.311
H -0.978 3.273 -2.139
```

Calculated values
gap between HOMO and LUMO (spin up / spin down)	4.309 / 4.629	eV
<S²>	0.93
total charge	+3
total energy	-69318.5361	eV
relative energy (zero: lowest compared OMol25 entry of this formula, charge and spin)	0.0	kcal/mol
multiplicity	2

=====

No. 3
Below is a cluster of 2 separate species, C9H20F2N in total at a distorted geometry, with properties calculated with ωB97M-V/def2-TZVPD.

Geometry as XYZ:
```
32
Properties=species:S:1:pos:R:3
F -0.090 -1.642 1.708
F 1.227 -1.888 0.037
N -0.095 -1.804 0.358
C 2.108 3.062 1.200
C 1.423 3.224 -0.149
C 0.173 2.365 -0.332
C 0.605 0.847 -0.275
C -0.152 -4.261 0.461
C -2.265 -2.869 0.414
C -0.582 0.039 -0.418
C -0.827 -2.999 -0.064
C -0.523 2.682 -1.650
H -0.184 -4.300 1.548
H -1.394 0.216 0.274
H -2.312 -2.864 1.501
H 2.130 3.027 -0.956
H -0.512 2.549 0.500
H -0.707 3.751 -1.716
H -2.827 -3.730 0.063
H -0.861 -0.334 -1.394
H -0.681 -5.126 0.071
H -2.745 -1.974 0.030
H 1.052 0.741 0.717
H 1.351 0.653 -1.045
H -1.481 2.172 -1.730
H 0.097 2.400 -2.498
H 2.617 2.104 1.286
H 1.097 4.262 -0.246
H 2.859 3.839 1.320
H 1.390 3.156 2.011
H 0.883 -4.324 0.133
H -0.776 -2.972 -1.159
```

Calculated values
gap between HOMO and LUMO	10.286	eV
total charge	+1
total energy	-16571.3893	eV
relative energy (zero: lowest compared OMol25 entry of this formula, charge and spin)	0.0	kcal/mol